C4H8N2O | ωB97M-V/def2-TZVPD

Values from the calculation:
- DFT total energy: -9300.667 eV
- E_LUMO (spin up / spin down): 0.3 / -0.7 eV
- HOMO level (spin up / spin down): -9.6 / -7.0 eV
- ΔE to the lowest compared entry with this formula, charge and spin: 5.7258 eV
- Orbital gap (spin up / spin down): 9.93 / 6.32 eV

Cartesian coordinates (Å):
C  -0.184  0.103  -0.334
C  0.513  1.290  -0.974
C  -1.262  0.540  0.655
C  0.747  -0.609  0.731
O  -0.733  -0.680  -1.367
N  -2.334  0.330  1.132
N  2.026  -0.784  0.307
H  -0.936  -1.557  -1.018
H  -3.055  -0.372  0.981
H  2.368  -1.699  0.596
H  0.588  0.219  1.533
H  0.203  -1.481  1.142
H  1.368  0.912  -1.529
H  0.864  1.982  -0.210
H  -0.175  1.805  -1.645

Atom charges from the natural (NBO) analysis, given in e for atoms 1 to 5: number 1, C, carries 0.1627; number 2, C, carries -0.6217; number 3, C, carries 0.3309; number 4, C, carries -0.3090; number 5, O, carries -0.6944